No. 1
{"formula": "C4H9NO2S", "method": "the ωB97M-V functional and the def2-TZVPD basis", "elements": ["C", "C", "C", "C", "N", "O", "O", "S", "H", "H", "H", "H", "H", "H", "H", "H", "H"], "xyz": [[2.89651, -0.52278, 0.02041], [0.41280, 2.04469, 0.38054], [-2.24445, -0.87375, -0.71392], [-0.42425, 1.01066, -0.29873], [2.00777, -1.22539, -0.33268], [3.84877, 0.11591, 0.20917], [-0.41034, -1.74614, 0.85560], [-1.25339, -0.08458, 0.58266], [0.35845, 2.98384, -0.17089], [1.46551, 1.75389, 0.42229], [0.06176, 2.21228, 1.39713], [-2.81534, -0.10344, -1.21918], [-2.90364, -1.59641, -0.23807], [-1.57501, -1.38716, -1.39710], [-0.24495, 0.84202, -1.34784], [-0.29677, -1.89772, 1.79214], [1.11657, -1.52592, 0.05847]], "nbo_charge": [0.83, -0.64, -0.75, -0.58, -0.79, -0.55, -1.01, 0.97, 0.22, 0.22, 0.21, 0.23, 0.24, 0.24, 0.22, 0.48, 0.45]}

=====

No. 2
{"formula": "C4H9NO2S", "method": "the ωB97M-V functional and the def2-TZVPD basis", "smiles": "CN[S@@](C)(=O)=C1CO1", "elements": ["C", "N", "S", "C", "O", "C", "C", "O", "H", "H", "H", "H", "H", "H", "H", "H", "H"], "xyz": [[1.45112, -0.81423, -1.27597], [1.05616, 0.31266, -0.46870], [-0.48718, 0.81268, -0.22854], [-0.31688, 1.28944, 1.55900], [-0.97297, 2.00229, -0.92974], [-1.33887, -0.82566, -0.21555], [-2.73254, -0.75002, -0.73464], [-2.53567, -0.66949, 0.64880], [1.70846, -0.42150, -2.34861], [2.45891, -1.10025, -0.80382], [0.55657, -1.58394, -1.29104], [1.82136, 1.01883, -0.20355], [-1.19622, 1.02356, 1.99808], [0.58815, 0.85576, 2.18830], [-0.21857, 2.45842, 1.46144], [-3.18751, 0.24902, -1.00272], [-3.31266, -1.69757, -0.94260]], "nbo_charge": [-0.44, -0.86, 1.83, -0.81, -0.91, -0.31, -0.17, -0.54, 0.18, 0.21, 0.28, 0.41, 0.25, 0.25, 0.25, 0.19, 0.19]}

=====

No. 3
{"formula": "C4H9NO2S", "method": "the ωB97M-V functional and the def2-TZVPD basis", "smiles": "CO/N=C(\\CO)CS", "elements": ["C", "O", "N", "C", "C", "O", "C", "S", "H", "H", "H", "H", "H", "H", "H", "H", "H"], "xyz": [[1.84962, 1.81560, -0.42437], [1.19820, 0.91575, 0.44174], [-0.13053, 0.92859, 0.02686], [-0.68720, -0.18766, 0.29048], [0.02940, -1.24958, 1.13014], [1.28144, -1.77791, 0.63728], [-2.06833, -0.39084, -0.20979], [-2.16266, -1.36761, -1.69411], [1.83652, 1.49789, -1.47349], [1.37455, 2.73133, -0.22665], [2.87533, 1.75322, -0.13439], [-0.63363, -2.12735, 1.17185], [0.14225, -0.68680, 2.08885], [1.81703, -1.03727, 0.58583], [-2.58655, 0.56321, -0.33897], [-2.57261, -0.92067, 0.57360], [-1.56282, -0.45990, -2.44486]], "nbo_charge": [-0.24, -0.43, -0.15, 0.21, -0.13, -0.70, -0.58, 0.01, 0.18, 0.19, 0.19, 0.20, 0.19, 0.47, 0.24, 0.23, 0.12]}

=====

Lowest unoccupied orbital energy per entry: 0.5 0.3 0.8 eV
HOMO per entry: -0.3150 -0.2903 -0.3428 Ha
Relative energy (zero: lowest compared OMol25 entry of this formula, charge and spin) per entry: 2.621 7.130 3.453 eV